1.
Molecular formula: C27H52AuCl2N3O5Si
Method: DFT, ωB97M-V/def2-TZVPD

Each line ends with the Mulliken spin population.
Positions of all 91 atoms, in Å:
C1 3.669148 3.535949 1.166849  0.00
C2 4.079493 3.662544 -0.261755  0.01
H1 4.449554 3.037777 1.755176  0.00
H2 2.732482 2.981358 1.264947  0.00
H3 3.530857 4.536927 1.600331  0.00
C3 5.335935 4.028762 -0.591793  0.00
C4 6.445168 4.260845 0.379485  0.00
H4 5.602484 4.254405 -1.624243  0.00
H5 6.577064 3.431078 1.087440  0.00
H6 6.306899 5.187516 0.957115  0.00
H7 7.381789 4.369062 -0.179899  0.00
Au1 -0.945832 2.699144 -1.368791  0.00
Cl1 0.023991 4.693167 -1.012011  0.00
C5 -2.034578 0.632980 -1.962647  0.00
O1 -1.755855 -0.316420 -1.242778  0.00
N1 -2.365591 0.491974 -3.283458  0.00
C6 -2.351088 -0.850400 -3.849191  0.00
C7 -3.030063 1.534618 -4.043676  0.00
H8 -2.318896 1.698344 -1.575027  0.00
H9 -3.086958 -1.508009 -3.357339  0.00
H10 -1.358337 -1.308527 -3.718583  0.00
H11 -2.585902 -0.773795 -4.917947  0.00
H12 -3.734256 2.065993 -3.397621  0.00
H13 -3.576720 1.072212 -4.869839  0.00
H14 -2.309402 2.260800 -4.436159  0.00
H15 -4.278405 -5.010974 0.036782  0.00
H16 -7.067715 -4.236349 0.277130  0.00
C8 -4.233525 -4.603176 1.058994  0.00
C9 -6.654833 -4.135750 1.294867  0.00
N2 -5.293577 -3.635323 1.271385  0.00
H17 -3.257986 -4.141332 1.229864  0.00
C10 -5.068635 -2.308251 1.032698  0.00
O2 -3.971925 -1.814805 0.808875  0.00
H18 -7.285143 -3.426164 1.848584  0.00
H19 -6.012583 -1.714050 1.095183  0.00
H20 -4.386568 -5.437719 1.753598  0.00
H21 -6.683637 -5.119156 1.778624  0.00
H22 1.495031 -1.771594 4.959828  0.00
H23 1.811906 -1.243926 2.019782  0.00
C11 1.772636 -2.755404 4.548548  0.00
C12 2.056046 -2.310904 2.120174  0.00
N3 1.299019 -2.935350 3.186861  0.00
H24 1.332525 -3.541340 5.172846  0.00
C13 0.114843 -3.549282 2.939514  0.00
O3 -0.458890 -3.592837 1.851250  0.00
H25 1.843216 -2.824391 1.179089  0.00
H26 -0.281347 -4.064972 3.841896  0.00
H27 2.864572 -2.837537 4.563232  0.00
H28 3.119680 -2.380890 2.372424  0.00
O4 2.049928 2.478301 -1.142903  0.11
C14 2.952964 3.569565 -1.301963  -0.01
C15 4.491526 2.914941 -3.229677  0.00
C16 3.432334 3.684765 -2.738671  0.01
H29 5.022373 2.222401 -2.569513  0.00
C17 4.898744 3.068702 -4.570119  0.00
H30 2.306875 4.439358 -1.082342  0.00
C18 2.781648 4.605157 -3.561589  -0.01
H31 5.707006 2.455224 -4.961655  0.00
C19 4.259200 4.011939 -5.387239  0.00
C20 3.224386 4.788291 -4.866478  0.00
H32 1.942385 5.165666 -3.139533  0.00
H33 4.577331 4.141025 -6.422795  0.00
H34 2.740552 5.546644 -5.487321  0.00
Si1 2.340612 0.760807 -1.480882  0.08
Cl2 3.559092 0.521036 0.199308  0.08
C21 3.646863 -0.139962 -2.610864  0.12
C22 1.341555 1.110667 -3.171693  0.48
C23 1.129825 -0.665837 -0.977195  0.09
H35 3.933905 0.439576 -3.493468  -0.01
H36 3.189458 -1.072171 -2.963804  0.00
H37 4.568433 -0.409698 -2.071915  0.01
H38 1.640521 -1.478846 -0.430154  0.01
H39 0.642433 -1.132066 -1.847690  -0.01
H40 0.314920 -0.308652 -0.334005  0.00
H41 2.044257 1.356192 -3.975927  0.00
H42 0.693583 1.995666 -3.074095  0.00
H43 0.711984 0.271277 -3.485749  0.02
C24 -4.720285 -2.286318 5.808473  -0.04
C25 -3.905856 -2.586102 4.630225  0.75
C26 -4.455043 -0.461492 3.718081  -0.01
C27 -3.159819 -3.844966 4.515461  -0.05
O5 -3.825610 -1.761703 3.620379  0.13
H44 -4.383890 -1.381350 6.342440  0.05
H45 -4.625678 -3.132384 6.500572  0.00
H46 -5.793445 -2.177422 5.573884  0.05
H47 -5.532370 -0.575320 3.899546  0.00
H48 -3.979452 0.114641 4.521883  0.01
H49 -4.272249 -0.004979 2.754777  0.00
H50 -2.447849 -3.821098 3.681404  0.01
H51 -2.633338 -4.025969 5.465628  0.03
H52 -3.865903 -4.682336 4.386564  0.06

Forces on the atoms, in the same order (eV/Å):
-0.11 0.01 0.42
0.75 0.09 -0.84
-0.26 0.03 -0.08
0.20 0.11 0.06
-0.03 -0.13 -0.05
-0.94 -0.03 -0.08
0.44 0.11 0.18
-0.24 -0.20 0.25
-0.11 0.20 -0.09
0.00 -0.23 -0.04
-0.09 -0.01 0.24
0.00 0.28 0.01
-0.48 0.58 0.13
-0.17 -2.65 -0.48
-0.27 1.74 -0.71
0.20 0.10 0.55
0.18 -0.41 0.12
0.11 0.52 0.20
-0.57 -0.03 0.25
0.22 0.24 -0.11
-0.36 0.13 -0.05
0.16 -0.08 0.35
-0.04 0.03 -0.21
0.08 0.21 0.22
-0.16 -0.10 -0.10
0.11 0.11 0.15
0.05 -0.11 0.23
-0.01 -0.16 -0.02
-0.15 0.29 -0.16
0.02 0.34 -0.16
-0.19 -0.04 -0.05
0.80 -0.14 0.08
-1.22 -0.27 -0.13
0.07 -0.32 -0.10
0.36 -0.10 0.02
0.16 0.16 -0.07
0.00 0.32 -0.01
0.07 -0.23 -0.12
0.01 -0.23 -0.09
-0.18 -0.06 -0.07
-0.05 0.29 0.08
-0.14 -0.17 0.07
0.17 0.22 0.01
-0.25 -0.10 -0.81
0.68 -0.03 1.15
0.04 0.11 0.22
0.04 0.24 -0.23
-0.19 -0.08 0.08
-0.14 -0.05 -0.19
0.36 -2.32 -0.41
0.49 0.71 0.26
0.07 0.20 -0.77
-0.10 -0.01 0.25
-0.26 0.27 -0.28
-0.51 0.14 0.46
0.42 -0.38 -0.26
0.32 -0.19 0.07
-0.11 0.14 0.05
0.19 -0.22 0.30
-0.28 0.15 -0.30
0.31 -0.07 -0.28
-0.07 0.00 0.30
0.16 -0.29 0.10
0.76 -0.14 1.28
0.73 -0.23 1.21
0.63 0.15 -0.68
-1.74 0.99 -2.96
-0.70 0.15 0.04
-0.09 -0.20 0.11
-0.20 0.17 0.11
-0.46 0.24 -0.02
0.17 0.74 -0.31
0.18 0.30 0.26
0.25 -0.12 -0.09
0.20 -0.13 0.47
0.31 -0.31 0.43
0.45 -0.20 0.47
-0.32 -0.17 0.64
0.04 -0.95 1.72
0.46 -1.05 0.17
0.04 -0.33 0.11
-0.15 2.36 -2.12
-0.25 -0.10 0.00
-0.12 0.26 -0.03
0.10 0.09 0.19
0.23 0.16 0.00
-0.21 0.00 -0.17
-0.03 0.14 -0.09
-0.27 -0.06 0.17
0.11 -0.18 -0.25
0.29 -0.18 -0.13

As for the expectation value of S²: 2.01. The energy above the lowest of the compared OMol25 structures with the same formula, charge and spin is 88.7 kcal/mol. Its multiplicity is 3. The value obtained for the gap between HOMO and LUMO (alpha / beta) is 5.306 / 5.342 eV.

---

2.
Molecular formula: C27H52BBr14IO2PS
Method: DFT, ωB97M-V/def2-TZVPD

Each line ends with the Löwdin charge.
Positions of all 99 atoms, in Å:
C1 1.569875 -4.173475 0.468983  0.10
C2 0.721332 -3.747993 -0.257789  -0.12
C3 -0.317875 -3.220331 -1.138802  -0.13
C4 -0.639440 -1.752078 -0.867029  -0.30
O1 -0.777449 -1.438773 0.489331  -0.04
B1 -1.363196 -0.083627 0.404868  -0.90
P1 -2.231135 0.542315 2.073774  0.41
S1 -3.519806 2.053000 1.851935  -0.01
O2 -2.352534 -0.173790 -0.683077  -0.04
C5 -1.898795 -1.152321 -1.584296  -0.40
C6 -1.390670 -0.572042 -2.933173  -0.13
C7 -1.084743 0.928278 -2.915374  -0.17
C8 0.127251 1.261830 -3.784204  -0.23
C9 1.427241 0.838688 -3.095333  -0.28
C10 2.692570 1.566763 -3.553435  -0.13
C11 -3.038647 -2.134548 -1.942743  -0.21
C12 -3.991738 -2.633146 -0.846432  -0.68
C13 -3.481308 -2.938747 0.545119  -0.16
I1 -4.912909 -4.470993 -1.620178  0.72
H1 2.320250 -4.579952 1.100609  0.00
H2 -1.199701 -3.860288 -1.074111  0.11
H3 0.058485 -3.288919 -2.166603  0.10
H4 0.215933 -1.172539 -1.257496  0.14
H5 -0.475122 0.760201 0.218131  0.09
H6 -2.827019 -0.505480 2.808967  -0.06
H7 -1.197837 0.945213 2.937704  -0.06
H8 -0.485746 -1.117069 -3.225618  0.07
H9 -2.113650 -0.770866 -3.730158  0.10
H10 -0.885328 1.255174 -1.894684  0.09
H11 -1.957707 1.493600 -3.253636  0.11
H12 0.030739 0.715951 -4.731611  0.11
H13 0.155216 2.332553 -3.994503  0.06
H14 1.567099 -0.237756 -3.225117  0.01
H15 1.310488 0.982369 -2.016540  0.11
H16 2.489288 2.602636 -3.835264  0.07
H17 3.405167 1.559353 -2.729932  0.00
H18 3.175198 1.078486 -4.404431  0.06
H19 -2.612013 -2.965823 -2.508851  0.06
H20 -3.672820 -1.595218 -2.651270  0.11
H21 -4.845520 -1.964688 -0.785054  0.07
H22 -3.302185 -2.005822 1.070466  0.05
H23 -2.568892 -3.528321 0.539240  0.07
H24 -4.231231 -3.502935 1.101562  0.05
Br1 -7.857942 6.034402 -0.495975  0.57
C14 -6.685254 4.509869 -0.168595  -0.69
C15 -6.581130 4.167119 1.291420  -0.70
Br2 -5.466103 5.414653 2.266890  0.57
H25 -5.720269 4.766922 -0.592404  0.05
H26 -7.119864 3.681582 -0.722274  0.06
H27 -6.090096 3.200371 1.405294  0.00
H28 -7.548097 4.154433 1.784594  0.05
Br3 2.375196 -2.490498 -4.413142  0.69
C16 1.767769 -3.865286 -5.640318  -0.69
C17 0.613014 -3.392955 -6.485066  -0.69
Br4 -1.039539 -3.307065 -5.468612  0.66
H29 1.499522 -4.726116 -5.035569  0.05
H30 2.621928 -4.110070 -6.267889  0.05
H31 0.429841 -4.091308 -7.298637  0.05
H32 0.784199 -2.398276 -6.884983  0.05
Br5 5.217521 -0.430101 -1.878381  0.66
C18 6.121744 -0.364494 -0.159050  -0.75
C19 5.896488 0.954984 0.528600  -0.71
Br6 6.966917 2.381276 -0.254203  0.59
H33 7.171787 -0.569358 -0.339294  0.04
H34 5.689060 -1.174313 0.422309  -0.01
H35 6.202696 0.897410 1.570070  0.02
H36 4.861083 1.273974 0.463929  0.05
Br7 5.924870 -4.063750 0.972625  0.66
C20 6.732116 -4.106237 2.739418  -0.70
C21 6.549045 -2.809878 3.479726  -0.71
Br8 7.712052 -1.402539 2.795696  0.67
H37 7.780081 -4.351716 2.599145  0.05
H38 6.232453 -4.906767 3.279926  0.02
H39 6.813796 -2.929326 4.526808  0.02
H40 5.533842 -2.435827 3.401844  0.03
Br9 -3.992438 4.270916 5.627346  0.61
C22 -4.525031 5.831081 6.644285  -0.71
C23 -5.839414 5.634758 7.354998  -0.71
Br10 -7.354614 5.706513 6.140794  0.59
H41 -4.563345 6.662241 5.946278  0.05
H42 -3.736808 6.003657 7.374420  0.05
H43 -6.003215 6.430590 8.078252  0.05
H44 -5.887380 4.670809 7.851735  0.05
Br11 -0.774762 3.700236 -6.447956  0.63
C24 -1.117629 5.322875 -5.439424  -0.69
C25 -2.381536 5.220849 -4.625816  -0.69
Br12 -3.973747 5.371367 -5.732120  0.60
H45 -1.151673 6.138902 -6.154008  0.05
H46 -0.262257 5.447370 -4.778743  0.06
H47 -2.438681 6.037460 -3.910243  0.06
H48 -2.453837 4.271660 -4.103496  0.05
Br13 4.078272 -2.758179 6.102889  0.67
C26 4.396559 -3.950494 7.599725  -0.69
C27 5.832853 -4.396334 7.672757  -0.69
Br14 6.273132 -5.703305 6.302116  0.64
H49 3.710584 -4.783396 7.483324  0.05
H50 4.139492 -3.386067 8.493110  0.06
H51 6.029259 -4.885787 8.623700  0.06
H52 6.521185 -3.567662 7.539561  0.05

Forces on the atoms, in the same order (eV/Å):
0.29 -0.25 0.16
-0.28 0.22 -0.15
0.05 -0.04 -0.09
0.16 0.28 0.23
-0.27 0.01 0.09
0.31 -0.23 -0.13
-0.38 0.37 -0.38
-0.01 -0.01 0.13
-0.08 0.03 -0.09
0.23 -0.33 -0.18
-0.21 0.14 -0.10
0.12 0.06 0.00
0.06 -0.33 0.19
0.02 0.01 0.07
-0.05 -0.16 0.04
-0.04 0.22 0.07
0.10 -0.11 -0.06
-0.15 -0.19 0.03
-0.07 0.06 -0.05
0.03 0.05 0.03
-0.01 0.02 0.06
-0.17 -0.04 -0.03
0.02 -0.05 0.04
-0.15 0.06 0.02
0.15 -0.05 0.14
0.07 -0.23 0.17
-0.07 -0.03 0.02
0.01 0.02 0.01
-0.07 0.01 0.00
-0.04 -0.07 0.03
0.05 0.31 -0.17
0.03 -0.01 -0.06
-0.01 0.10 0.11
-0.04 0.11 -0.03
-0.01 0.00 0.07
0.13 0.16 -0.15
-0.08 0.04 -0.05
0.05 -0.01 0.07
-0.01 -0.09 -0.04
0.01 -0.01 0.05
0.19 0.07 -0.04
0.08 0.07 0.02
-0.03 0.08 0.00
0.02 0.02 0.00
-0.01 0.00 -0.02
0.12 -0.15 0.06
-0.07 0.16 -0.03
0.01 -0.03 -0.01
-0.01 -0.01 0.01
0.02 0.01 -0.01
-0.02 -0.01 -0.02
-0.01 -0.10 0.00
0.06 0.03 0.03
-0.09 -0.02 0.02
0.02 0.00 -0.02
0.01 -0.02 -0.01
-0.01 0.02 -0.02
0.01 -0.01 0.00
0.02 0.00 -0.02
0.13 -0.08 -0.02
-0.19 -0.02 -0.10
0.05 0.04 0.03
-0.03 0.00 -0.01
0.01 0.00 0.03
0.02 0.04 0.04
0.00 -0.02 -0.02
-0.01 0.00 0.01
0.02 0.00 0.01
-0.06 -0.03 -0.05
0.08 0.08 -0.06
0.03 -0.06 0.06
0.01 -0.02 0.03
-0.01 0.02 0.00
0.00 -0.02 -0.01
-0.01 -0.01 0.02
-0.01 -0.01 -0.02
0.07 -0.09 -0.03
-0.06 0.02 -0.01
0.02 -0.03 0.00
-0.01 0.03 0.02
-0.01 0.02 0.01
0.01 0.01 0.00
0.01 0.00 0.02
-0.04 0.08 -0.15
0.04 -0.09 0.06
-0.05 0.02 -0.02
0.02 -0.03 0.00
-0.01 0.02 0.01
-0.01 -0.01 0.01
0.01 0.01 -0.01
0.01 0.01 0.02
-0.06 -0.03 0.04
-0.02 0.07 -0.05
0.02 -0.04 0.00
0.01 0.03 -0.01
0.01 -0.02 0.03
0.00 0.01 0.00
-0.01 -0.02 0.00
0.00 0.01 0.04

Its multiplicity is 1. Its charge is -1. The value obtained for the gap between HOMO and LUMO is 6.068 eV.

---

Record-wise energy values, in hartree: -2945.86321 -38308.84146